Entry 1:
CHCl2NO | ωB97M-V/def2-TZVPD

```
! wB97M-V def2-TZVPD RIJCOSX def2/J DEFGRID3
* xyz 0 1
O -2.04 -1.57 -3.23
N -1.71 -2.06 -2.21
C -1.53 -2.26 -1.07
Cl -1.19 -3.17 0.23
Cl -0.46 0.49 -0.52
H -0.66 -0.35 0.47
*
```

The highest occupied orbital energy is -9.8 eV. The calculation puts the total energy at -1088.95583 Ha. The HOMO-LUMO gap comes out at 9.9 eV. Its max |F| is 2.4 eV Å⁻¹. The SMILES is [O-][N+]#CCl.Cl. The energy above the lowest of the compared OMol25 structures with the same formula, charge and spin comes out at 127.5 kJ/mol.

Mulliken atomic charge list, values in e, 5 entries: -0.593, 0.508, 0.170, -0.086, -0.246

Entry 2:
C2H3N3S2 | ωB97M-V/def2-TZVPD

```
! wB97M-V def2-TZVPD RIJCOSX def2/J DEFGRID3
* xyz 0 1
S -1.75 1.59 -0.17
C -0.81 0.19 -0.07
N -1.09 -1.01 -0.42
N -0.03 -1.89 -0.26
N 0.91 -1.31 0.28
C 0.60 0.14 0.49
S 2.18 1.05 0.03
H -2.81 1.28 -0.83
H 0.39 0.09 1.52
H 2.41 -0.14 -0.57
*
```

The highest occupied orbital energy is -9.9 eV. The calculation puts the total energy at -1038.54574 Ha. The HOMO-LUMO gap comes out at 9.5 eV. Its max |F| is 3.0 eV Å⁻¹. The SMILES is SC1=NN=N[C@H]1S. The energy above the lowest of the compared OMol25 structures with the same formula, charge and spin comes out at 241.2 kJ/mol.

Mulliken atomic charge list, values in e, 5 entries: -0.235, 0.468, -0.280, -0.325, -0.164

Entry 3:
C32H22Cl2N3O5Pt | ωB97M-V/def2-TZVPD

```
! wB97M-V def2-TZVPD RIJCOSX def2/J DEFGRID3
* xyz -1 3
Pt 15.06 11.68 8.84
N 23.18 5.48 8.89
C 22.19 6.08 8.96
C 20.99 6.82 9.04
C 19.96 6.61 8.10
C 18.82 7.40 8.16
C 18.69 8.42 9.14
C 19.71 8.55 10.13
C 20.84 7.75 10.08
C 17.56 9.40 9.12
C 17.90 10.80 9.13
C 19.21 11.36 9.11
C 19.10 12.74 9.07
C 17.75 13.05 9.03
N 17.00 11.89 9.10
C 16.20 8.95 9.13
C 15.73 7.60 9.15
C 14.35 7.62 9.24
C 13.92 8.94 9.21
N 15.04 9.75 9.18
H 20.03 5.81 7.37
H 18.04 7.29 7.42
H 19.60 9.29 10.90
H 21.63 7.94 10.82
H 20.11 10.78 9.09
H 19.92 13.46 9.06
H 17.29 14.03 8.95
H 16.36 6.73 9.12
H 13.70 6.77 9.32
H 12.93 9.37 9.22
O 12.20 14.10 9.14
C 11.21 13.14 9.08
C 11.83 11.63 8.95
O 11.05 10.68 9.08
O 13.02 11.51 8.53
C 10.35 13.34 10.33
C 10.28 14.67 10.82
C 9.66 14.94 12.02
C 9.00 13.92 12.70
C 8.98 12.65 12.17
C 9.61 12.36 10.98
C 10.42 13.41 7.79
C 10.85 14.38 6.86
C 10.14 14.59 5.69
C 8.99 13.85 5.43
C 8.60 12.86 6.30
C 9.29 12.64 7.47
H 12.91 13.80 9.77
H 10.75 15.46 10.25
H 9.67 15.94 12.42
H 8.52 14.13 13.64
H 8.46 11.87 12.69
H 9.60 11.36 10.59
H 11.76 14.94 7.03
H 10.46 15.37 5.00
H 8.41 14.08 4.53
H 7.73 12.26 6.07
H 9.00 11.85 8.15
Cl 13.51 16.62 8.05
C 14.96 15.91 8.94
Cl 16.47 16.36 8.12
C 14.87 14.43 9.23
O 14.61 14.12 10.41
O 15.07 13.65 8.23
H 14.97 16.44 9.89
*
```

The highest occupied orbital energy (spin up / spin down) is -4.1 / -5.9 eV. The calculation puts the total energy at -2812.85898 Ha. The HOMO-LUMO gap (spin up / spin down) comes out at 6.1 / 5.3 eV. Its max |F| is 1.9 eV Å⁻¹. The expectation value of S² is 2.020.

Mulliken atomic charge list, values in e, 5 entries: 0.488, -0.579, 0.092, 0.525, -0.831

Entry 4:
C31H43N6PdS3SbSe | ωB97M-V/def2-TZVPD

```
! wB97M-V def2-TZVPD RIJCOSX def2/J DEFGRID3
* xyz 0 1
Pd -0.27 0.78 0.73
S -1.83 0.76 2.52
C -0.55 1.30 3.55
S 0.99 1.00 2.84
C -0.74 1.92 4.76
C 0.38 2.25 5.60
N 1.27 2.52 6.28
C -2.06 2.31 5.18
N -3.11 2.66 5.49
C 4.04 1.53 0.87
C 3.34 2.11 -0.36
C 4.33 2.27 -1.52
C 2.71 3.46 0.01
Sb 1.71 0.79 -0.87
C 1.06 1.28 -2.88
C 0.96 2.80 -3.01
C -0.34 0.67 -3.01
C 2.00 0.71 -3.94
C 2.56 -1.22 -0.95
C 3.92 -1.27 -1.67
C 2.71 -1.70 0.50
C 1.55 -2.11 -1.68
H 4.74 2.28 1.26
H 4.62 0.64 0.63
H 3.34 1.29 1.67
H 5.15 2.92 -1.19
H 3.87 2.73 -2.39
H 4.76 1.32 -1.83
H 3.50 4.13 0.39
H 1.96 3.35 0.79
H 2.25 3.95 -0.85
H 0.39 3.25 -2.20
H 0.46 3.04 -3.95
H 1.95 3.27 -3.04
H -1.00 1.04 -2.23
H -0.32 -0.42 -2.95
H -0.77 0.95 -3.98
H 3.02 1.09 -3.83
H 1.65 1.01 -4.94
H 2.04 -0.38 -3.92
H 4.69 -0.75 -1.11
H 3.87 -0.85 -2.68
H 4.23 -2.32 -1.76
H 3.58 -1.26 0.99
H 2.82 -2.79 0.51
H 1.84 -1.44 1.11
H 1.49 -1.89 -2.75
H 0.55 -2.02 -1.26
H 1.87 -3.16 -1.58
S -3.81 -5.21 0.50
C -2.95 -3.65 0.38
C -3.24 -2.76 -0.63
C -2.48 -1.60 -0.73
N -1.48 -1.30 0.09
C -1.22 -2.16 1.09
C -1.93 -3.33 1.27
C -2.50 -6.31 -0.01
C -2.03 -7.28 0.86
C -1.00 -8.11 0.44
N -0.43 -8.03 -0.76
C -0.91 -7.10 -1.60
C -1.94 -6.23 -1.28
H -4.03 -2.96 -1.34
H -2.67 -0.90 -1.54
H -0.42 -1.89 1.76
H -1.68 -4.00 2.09
H -2.44 -7.37 1.86
H -0.60 -8.87 1.11
H -0.45 -7.05 -2.58
H -2.29 -5.50 -1.99
C -3.78 1.92 -0.24
N -3.65 2.93 0.79
C -4.65 3.30 1.68
C -4.12 4.20 2.52
N -2.79 4.36 2.14
C -1.85 5.24 2.84
C -2.50 3.57 1.09
Se -0.83 3.38 0.28
H -4.71 1.37 -0.06
H -2.95 1.24 -0.19
H -3.81 2.37 -1.23
H -5.64 2.88 1.64
H -4.53 4.69 3.38
H -1.86 5.01 3.90
H -2.14 6.28 2.69
H -0.86 5.07 2.43
*
```

The highest occupied orbital energy is -7.1 eV. The calculation puts the total energy at -5499.71652 Ha. The HOMO-LUMO gap comes out at 6.4 eV. Its max |F| is 1.0 eV Å⁻¹. The energy above the lowest of the compared OMol25 structures with the same formula, charge and spin comes out at 60.4 kJ/mol.

Mulliken atomic charge list, values in e, 5 entries: 0.111, -0.603, 0.940, -0.570, 0.457